[1]
DFT (ωB97M-V with the def2-TZVPD basis set) results for a molecular structure, C27H16I2N5O3SbSe4Sn.

```
59
C27H16I2N5O3SbSe4Sn | the Open Molecules 2025 dataset | ωB97M-V with the def2-TZVPD basis set
I 0.38 -1.36 -4.89
I -4.68 -4.10 -3.25
Sb 0.90 5.70 -0.28
Sn -0.06 0.70 -0.07
Se -0.63 3.14 -0.11
Se -0.37 6.32 -2.21
Se 3.25 5.25 -0.61
Se 0.24 6.73 1.79
O 1.19 -1.00 3.37
O 1.92 -2.85 -1.25
O -0.34 0.24 -2.22
N 2.03 0.68 -0.97
N -2.24 -0.09 -0.42
N -0.48 -0.21 1.98
N 2.32 1.47 2.13
N 0.58 -1.34 -0.12
C -0.81 -1.58 1.74
C -1.46 -4.20 1.10
C 0.56 2.34 3.49
C -3.23 -2.63 -2.87
C -1.20 -1.52 -3.55
C 1.14 3.59 3.47
C 4.32 0.43 -2.44
C 2.86 2.69 2.10
C -1.21 -0.67 -2.45
C -3.16 -0.16 0.50
C -2.01 -3.60 2.22
C -4.31 -1.88 -0.71
C 2.71 1.77 -1.30
C -4.25 -1.05 0.37
C -3.31 -1.82 -1.71
C 0.64 -0.09 2.77
C -1.69 -2.28 2.54
C 3.89 1.68 -2.04
C 1.19 1.31 2.82
C -0.24 -2.20 0.61
C -0.57 -3.51 0.29
C -2.20 -2.49 -3.75
C 2.31 3.78 2.76
C -2.30 -0.87 -1.52
C 2.43 -0.53 -1.36
C 3.58 -0.70 -2.10
C 1.59 -1.72 -0.92
H -2.10 -1.80 3.41
H 5.22 0.33 -3.03
H 0.65 4.44 3.94
H 4.42 2.59 -2.27
H -0.13 -3.96 -0.59
H 2.32 2.73 -0.98
H -5.11 -2.60 -0.80
H -4.99 -1.09 1.16
H -1.71 -5.22 0.86
H -0.38 2.15 4.00
H -2.14 -3.13 -4.62
H -2.69 -4.15 2.86
H -3.03 0.46 1.37
H 3.86 -1.70 -2.40
H 2.76 4.76 2.66
H 3.75 2.81 1.50
```

Values from the calculation:
energy = -331814.47633 eV
orbital gap = 5.25 eV
net charge = -2
lowest unoccupied orbital energy = 3.03 eV
energy above the lowest of the compared OMol25 structures with the same formula, charge and spin = 37.8 kJ/mol

Mulliken population analysis, charges in e, atoms 1 to 8: atom 1 (I): 0.004, atom 2 (I): 0.006, atom 3 (Sb): 0.725, atom 4 (Sn): 1.303, atom 5 (Se): -0.631, atom 6 (Se): -0.648, atom 7 (Se): -0.678, atom 8 (Se): -0.663

[2]
DFT (ωB97M-V with the def2-TZVPD basis set) results for 4 unconnected molecules or ions with the total composition C27H16NO10 at a distorted geometry.

```
54
C27H16NO10 | the Open Molecules 2025 dataset | ωB97M-V with the def2-TZVPD basis set
O 0.86 -4.62 -3.62
O -4.46 -5.48 -6.17
O -2.06 -1.56 -0.99
O 0.99 1.58 2.34
O 2.74 7.30 1.40
O 4.75 2.40 1.28
O -2.55 1.30 3.44
O -5.84 -1.76 -4.01
O 4.04 -1.08 5.75
O 1.29 -3.02 -5.11
N -5.58 -3.91 -4.85
C -4.39 -4.56 -5.39
C -5.09 -2.66 -4.30
C -1.38 -2.15 -3.71
C 0.53 -3.67 -4.37
C 1.70 0.97 3.12
C 2.07 0.15 5.40
C 5.17 4.72 1.42
C -3.18 -3.87 -4.85
C -2.44 0.65 2.42
C 3.20 6.18 1.37
C 3.73 -0.32 3.54
C -3.24 -1.20 1.01
C -2.72 -1.83 -3.62
C 2.83 3.76 1.23
C 4.29 3.53 1.31
C -2.17 -0.90 0.02
C 2.97 0.35 2.69
C 3.35 -0.47 4.97
C 1.31 0.82 4.54
C -3.36 -0.48 2.13
C -0.96 -3.31 -4.32
C -1.86 -4.20 -4.90
C -3.60 -2.70 -4.20
C -1.37 0.94 1.43
C 2.32 4.99 1.26
C 4.66 5.95 1.45
C -1.25 0.22 0.32
H -0.71 1.76 1.66
H 0.37 1.29 4.84
H 1.26 5.18 1.20
H -1.54 -5.11 -5.39
H -4.13 -0.67 2.86
H 2.20 2.88 1.14
H -0.66 -1.47 -3.28
H 6.23 4.52 1.48
H -3.11 -0.94 -3.13
H -3.90 -2.02 0.78
H 5.29 6.83 1.53
H 4.67 -0.78 3.25
H -0.48 0.41 -0.42
H 1.80 0.03 6.44
H -5.83 -4.46 -4.03
H 3.23 0.47 1.65
```

Values from the calculation:
energy = -50222.01807 eV
orbital gap = 4.15 eV
net charge = -1
lowest unoccupied orbital energy = -0.47 eV
energy above the lowest of the compared OMol25 structures with the same formula, charge and spin = 26.4 kJ/mol

Mulliken population analysis, charges in e, atoms 1 to 8: atom 1 (O): -0.719, atom 2 (O): -0.553, atom 3 (O): -0.377, atom 4 (O): -0.477, atom 5 (O): -0.548, atom 6 (O): -0.517, atom 7 (O): -0.593, atom 8 (O): -0.570

[3]
DFT (ωB97M-V with the def2-TZVPD basis set) results for a molecular structure, C27H17BrCdF5IN2O3S4.

```
61
C27H17BrCdF5IN2O3S4 | the Open Molecules 2025 dataset | ωB97M-V with the def2-TZVPD basis set
I 1.46 2.11 0.69
Cd 0.35 -0.60 -0.71
Br 0.77 3.94 3.75
S 0.74 1.02 -2.75
S -2.13 -1.23 -1.38
S -4.30 -3.15 -0.75
S -1.84 -3.62 0.59
F 0.76 -2.00 -3.41
F 0.34 -3.14 -5.78
F 0.19 2.27 -5.41
F -0.20 1.10 -7.77
F -0.14 -1.62 -8.00
O -2.57 2.96 5.50
O -2.46 1.19 6.83
O 2.41 -0.12 0.12
N 1.23 -2.84 -0.59
N -0.29 -1.37 1.35
C 2.80 -4.58 -0.96
C -0.27 -2.76 1.34
C 0.03 0.34 -6.68
C 0.23 3.81 0.92
C -1.41 -0.46 4.76
C 0.29 -1.80 -5.67
C 0.49 -1.19 -4.45
C -0.91 5.55 2.17
C -0.93 -1.23 3.73
C 3.57 -0.16 -0.63
C -0.84 -0.73 2.40
C 0.87 -3.39 0.56
C 2.17 -3.41 -1.33
C -1.31 5.33 -0.18
C 2.45 -5.16 0.25
C -1.85 0.86 4.55
C 0.47 0.20 -4.27
C -0.04 4.47 2.11
C 0.05 -1.04 -6.80
C -1.34 0.58 2.20
C 1.47 -4.56 1.02
C -2.73 -2.60 -0.54
C -2.31 1.63 5.71
C -0.43 4.26 -0.23
C 0.23 0.93 -5.44
C -1.81 1.34 3.24
C -1.55 5.98 1.02
H -2.23 6.82 1.07
H 1.16 -4.98 1.97
H -2.32 3.18 4.60
H 4.21 0.73 -0.47
H -1.44 -0.85 5.77
H -2.17 2.34 2.98
H 3.56 -5.02 -1.60
H 2.93 -6.07 0.59
H -0.56 -2.22 3.96
H -0.33 -3.26 2.31
H 3.39 -0.21 -1.72
H 4.20 -1.04 -0.36
H -0.26 3.74 -1.16
H 2.41 -2.91 -2.26
H -1.09 6.04 3.12
H -1.35 0.98 1.19
H -1.81 5.65 -1.09
```

Values from the calculation:
energy = -177036.14958 eV
orbital gap = 6.22 eV
net charge = -2
lowest unoccupied orbital energy = 4.08 eV
energy above the lowest of the compared OMol25 structures with the same formula, charge and spin = 0.0 kJ/mol

Mulliken population analysis, charges in e, atoms 1 to 8: atom 1 (I): 0.246, atom 2 (Cd): 1.705, atom 3 (Br): -0.135, atom 4 (S): -0.489, atom 5 (S): -0.425, atom 6 (S): -0.364, atom 7 (S): -0.238, atom 8 (F): -0.187

[4]
DFT (ωB97M-V with the def2-TZVPD basis set) results for a molecular structure, C27H19B2CrN6O4S2 at a distorted geometry.

```
61
C27H19B2CrN6O4S2 | the Open Molecules 2025 dataset | ωB97M-V with the def2-TZVPD basis set
Cr -7.85 -16.13 -13.15
S -9.42 -14.97 -11.97
S -7.88 -14.27 -14.69
O -5.98 -16.57 -13.53
O -4.54 -14.67 -13.90
O -5.01 -12.49 -14.29
O -5.70 -13.23 -12.22
N -8.54 -18.04 -14.14
N -12.92 -10.19 -12.04
N -10.92 -9.27 -15.99
N -8.69 -19.20 -13.56
N -8.31 -18.62 -11.13
N -7.77 -17.40 -11.26
C -6.09 -10.30 -14.18
C -2.55 -16.63 -12.72
C -8.31 -20.19 -14.45
C -9.29 -11.98 -14.65
C -4.93 -16.21 -13.51
C -11.04 -11.42 -13.12
C -7.45 -18.16 -9.17
C -7.86 -19.64 -15.65
C -9.85 -13.51 -12.96
C -10.58 -9.98 -15.15
C -3.76 -17.10 -12.97
C -12.07 -10.75 -12.51
C -7.27 -9.76 -12.03
C -4.25 -18.35 -12.82
C -3.44 -19.24 -12.30
C -6.48 -11.95 -12.49
C -6.83 -9.35 -13.22
C -1.63 -17.65 -12.21
C -8.06 -18.30 -15.44
C -2.09 -18.99 -11.97
C -6.95 -11.19 -11.63
C -10.35 -11.16 -14.33
C -8.22 -19.04 -9.84
C -5.96 -11.55 -13.76
C -9.04 -13.28 -14.01
C -10.83 -12.67 -12.50
C -7.20 -17.12 -10.07
B -9.43 -19.19 -12.24
B -5.18 -13.59 -13.40
H -7.06 -8.01 -13.55
H -8.52 -21.17 -14.26
H -8.67 -19.93 -9.72
H -7.56 -17.52 -15.94
H -2.12 -15.60 -12.88
H -0.61 -17.16 -12.24
H -8.98 -11.53 -15.48
H -10.36 -18.43 -12.09
H -1.43 -19.63 -11.43
H -6.85 -16.08 -9.95
H -5.40 -18.54 -12.87
H -7.52 -20.03 -16.62
H -9.48 -20.41 -12.05
H -5.76 -9.74 -15.14
H -3.78 -20.33 -12.15
H -7.13 -18.17 -8.20
H -7.92 -8.95 -11.42
H -7.09 -11.53 -10.43
H -11.59 -13.03 -11.67
```

Values from the calculation:
energy = -96879.76097 eV
orbital gap (alpha / beta) = 4.08 / 3.99 eV
2S+1 = 4
net charge = -2
lowest unoccupied orbital energy (alpha / beta) = 4.47 / 4.47 eV

Mulliken population analysis, charges in e, atoms 1 to 8: atom 1 (Cr): 0.915, atom 2 (S): -0.643, atom 3 (S): -0.735, atom 4 (O): -0.051, atom 5 (O): -0.627, atom 6 (O): -0.705, atom 7 (O): -0.531, atom 8 (N): 0.015

[5]
DFT (ωB97M-V with the def2-TZVPD basis set) results for a molecular structure, C27H19BrLiN5O2S.

```
56
C27H19BrLiN5O2S | the Open Molecules 2025 dataset | ωB97M-V with the def2-TZVPD basis set
Br 0.24 -7.27 -0.50
S 2.31 -0.54 -1.70
O -0.31 0.05 2.03
O 1.83 0.37 -0.60
N 0.94 -0.16 2.24
N 0.20 2.07 4.81
N 4.04 0.08 3.55
N -1.09 1.39 -0.72
N -0.86 -1.31 -0.88
C 2.91 0.25 3.42
C 4.91 2.09 -4.33
C 0.54 -4.53 0.19
C 1.50 0.46 3.26
C 4.31 2.62 -3.19
C -3.17 1.29 -1.89
C -1.34 -3.62 -1.64
C -2.23 3.40 -1.32
C 0.27 -3.18 0.08
C 0.76 1.35 4.12
C 4.72 0.76 -4.66
C 3.54 -1.58 -0.95
C -1.17 2.72 -0.73
C 3.83 -2.80 -1.53
C -0.14 -5.42 -0.63
C -1.07 -4.98 -1.54
C 4.09 -1.18 0.26
C -3.24 2.68 -1.91
C 3.52 1.82 -2.38
C -2.08 0.69 -1.29
C 5.33 -3.24 0.30
C 3.35 0.49 -2.72
C -0.68 -2.72 -0.82
C 3.93 -0.05 -3.86
C 4.75 -3.63 -0.91
C -1.94 -0.79 -1.26
C 4.99 -2.03 0.88
Li 0.21 0.11 0.28
H -1.58 -5.68 -2.19
H 3.34 -3.12 -2.45
H 5.00 -4.59 -1.34
H -4.09 3.18 -2.37
H 4.46 3.66 -2.93
H -3.95 0.68 -2.34
H -2.25 4.48 -1.29
H -0.37 3.25 -0.24
H -2.81 -1.37 -1.56
H 5.52 2.72 -4.96
H 3.05 2.20 -1.48
H 0.79 -2.47 0.72
H 5.42 -1.74 1.84
H 3.78 -1.09 -4.12
H 6.03 -3.90 0.79
H -2.05 -3.27 -2.39
H 5.18 0.35 -5.55
H 1.27 -4.89 0.90
H 3.79 -0.25 0.72
```

Values from the calculation:
energy = -120934.62649 eV
orbital gap = 7.44 eV
net charge = 0
lowest unoccupied orbital energy = -0.84 eV

Mulliken population analysis, charges in e, atoms 1 to 8: atom 1 (Br): -0.189, atom 2 (S): 0.434, atom 3 (O): -0.751, atom 4 (O): -0.625, atom 5 (N): 0.131, atom 6 (N): -0.491, atom 7 (N): -0.528, atom 8 (N): 0.027

[6]
DFT (ωB97M-V with the def2-TZVPD basis set) results for a molecular structure, C27H19ClF9MgNO7S2 at a distorted geometry.

```
67
C27H19ClF9MgNO7S2 | the Open Molecules 2025 dataset | ωB97M-V with the def2-TZVPD basis set
Cl 5.06 4.54 -2.54
S 2.11 -1.60 0.47
S 0.52 -2.68 -1.29
Mg 0.06 -0.19 -0.22
F -4.26 2.42 7.98
F 0.47 -4.69 0.72
F 4.29 -1.80 2.03
F 3.97 -3.55 0.82
F 1.77 -5.00 -0.96
F -2.25 2.45 8.73
F -0.35 -5.24 -1.18
F -3.40 0.63 8.79
F 4.78 -1.76 -0.06
O 0.43 1.63 0.24
O -1.66 0.62 -0.91
O 1.36 -2.30 1.46
O 0.33 -3.00 -2.67
O 2.26 -0.20 0.55
O -4.49 3.81 -3.06
O -0.55 -2.07 -0.58
N 1.96 -2.20 -0.97
C -4.86 2.88 -4.04
C -0.16 2.71 0.31
C 1.83 1.31 -2.49
C 3.88 -2.21 0.82
C -1.64 0.53 4.15
C 3.82 3.30 -2.52
C 0.59 -4.47 -0.60
C -2.60 1.32 6.66
C -2.74 -0.12 4.74
C -3.11 1.70 8.01
C -3.05 2.15 -1.99
C -1.99 4.21 -0.48
C -1.14 0.15 2.89
C -1.40 2.94 -0.37
C 3.22 1.00 -2.46
C 4.19 1.96 -2.47
C 0.49 3.79 1.15
C -3.52 3.43 -2.14
C -3.03 4.47 -1.33
C -1.52 1.98 6.09
C -2.01 1.83 -1.06
C -0.69 -0.17 1.80
C -3.22 0.27 5.97
C 1.52 2.70 -2.57
C 0.84 0.32 -2.47
C -1.05 1.59 4.86
C 2.49 3.67 -2.57
H -0.19 2.08 4.43
H -3.99 2.49 -4.58
H 5.24 1.70 -2.43
H 3.51 -0.05 -2.40
H -3.45 5.46 -1.44
H -0.12 0.62 -2.89
H -3.22 -0.93 4.20
H 2.22 4.72 -2.61
H -1.04 2.79 6.63
H 0.43 4.78 0.71
H -4.07 -0.23 6.41
H -5.50 3.43 -4.73
H 1.53 3.50 1.29
H -1.59 5.03 0.10
H 1.17 -0.66 -2.82
H -5.43 2.04 -3.62
H -3.43 1.33 -2.58
H 0.48 2.99 -2.61
H 0.01 3.79 2.13
```

Values from the calculation:
energy = -108226.07755 eV
orbital gap = 5.27 eV
net charge = -2
lowest unoccupied orbital energy = 4.29 eV
energy above the lowest of the compared OMol25 structures with the same formula, charge and spin = 201.8 kJ/mol

Mulliken population analysis, charges in e, atoms 1 to 8: atom 1 (Cl): -0.326, atom 2 (S): 1.007, atom 3 (S): 0.862, atom 4 (Mg): 3.084, atom 5 (F): -0.273, atom 6 (F): -0.216, atom 7 (F): -0.231, atom 8 (F): -0.243

[7]
DFT (ωB97M-V with the def2-TZVPD basis set) results for a molecular structure, C27H19F5N6O4TeV.

```
63
C27H19F5N6O4TeV | the Open Molecules 2025 dataset | ωB97M-V with the def2-TZVPD basis set
Te -2.06 0.30 -3.70
V 0.18 0.04 -1.00
F -0.55 0.43 -4.95
F 0.45 -0.97 -2.50
F -3.67 0.81 -2.71
F -2.00 2.15 -3.97
F -3.20 0.19 -5.24
O 3.91 0.96 0.70
O -0.57 0.49 0.57
O -0.90 0.96 -1.86
O 0.06 -4.11 -0.87
N -2.58 -2.01 -1.09
N 0.13 -1.90 -0.26
N 1.59 1.40 -1.89
N 1.07 2.59 1.66
N 1.95 -0.14 0.08
N -0.02 3.46 3.36
C -2.16 -1.12 3.39
C 2.70 -1.14 2.24
C 3.60 2.63 -1.57
C 2.53 -2.18 3.15
C -1.65 -2.74 -1.69
C 0.95 -2.10 0.87
C 1.91 -1.11 1.09
C -3.08 -3.28 -3.52
C 2.91 0.79 0.01
C 2.69 1.67 -1.18
C 1.47 3.89 1.85
C -0.37 -2.97 -0.92
C 0.17 2.35 2.58
C 1.59 -3.17 2.91
C 0.80 -3.13 1.78
C -0.98 0.82 4.15
C -0.94 0.23 1.82
C 0.81 4.45 2.90
C -0.57 1.11 2.85
C -4.07 -2.54 -2.89
C -1.76 -0.87 2.09
C -1.85 -3.40 -2.90
C 1.37 2.04 -3.04
C 3.37 3.31 -2.75
C 2.25 3.00 -3.51
C -1.76 -0.29 4.43
C -3.78 -1.93 -1.68
H -0.66 1.46 4.96
H 4.47 2.80 -0.95
H 0.84 5.43 3.34
H 1.47 -3.98 3.63
H 0.06 -3.90 1.60
H 0.49 1.76 -3.59
H 3.14 -2.21 4.04
H -2.05 -0.50 5.45
H -4.52 -1.32 -1.18
H 4.06 4.07 -3.10
H -2.06 -1.49 1.26
H 3.42 -0.36 2.41
H 2.04 3.49 -4.45
H -0.71 3.54 4.09
H -5.05 -2.41 -3.34
H 2.22 4.34 1.22
H -1.04 -3.98 -3.32
H -2.78 -1.99 3.59
H -3.26 -3.75 -4.47
```

Values from the calculation:
energy = -92014.06287 eV
orbital gap (alpha / beta) = 6.35 / 6.35 eV
net charge = -1
lowest unoccupied orbital energy (alpha / beta) = 1.43 / 1.43 eV
energy above the lowest of the compared OMol25 structures with the same formula, charge and spin = 44.5 kJ/mol

Mulliken population analysis, charges in e, atoms 1 to 8: atom 1 (Te): 1.608, atom 2 (V): 0.056, atom 3 (F): -0.541, atom 4 (F): -0.521, atom 5 (F): -0.505, atom 6 (F): -0.407, atom 7 (F): -0.458, atom 8 (O): -0.798

[8]
DFT (ωB97M-V with the def2-TZVPD basis set) results for a molecular structure, C27H19IrN5O5S at a distorted geometry.

```
58
C27H19IrN5O5S | the Open Molecules 2025 dataset | ωB97M-V with the def2-TZVPD basis set
Ir 2.87 0.50 2.30
S 2.65 1.30 5.53
O -7.46 0.91 -5.17
O 6.36 -0.73 0.49
O 6.82 -3.19 1.33
O 1.67 0.51 6.25
O 4.45 0.18 1.12
N -2.17 -0.40 -1.73
N 2.66 1.21 4.03
N 1.88 -0.77 1.10
N -2.36 1.78 -1.33
N 1.65 1.82 1.50
C 5.74 -3.86 3.30
C -4.08 0.78 -2.80
C 4.45 -1.45 3.46
C -8.13 2.14 -5.41
C 4.89 -3.60 4.35
C 0.68 1.25 0.72
C 5.41 -0.71 1.26
C 0.18 -2.23 -0.54
C 5.96 -2.90 2.31
C -5.85 2.09 -3.79
C -1.27 1.28 -0.67
C 0.64 3.94 1.16
C -4.71 2.00 -3.00
C -1.12 -0.08 -0.90
C -6.36 0.94 -4.39
C -0.34 2.00 0.14
C 5.26 -1.69 2.36
C -0.06 -0.86 -0.35
C 0.82 -0.16 0.47
C -2.88 0.75 -1.95
C -0.35 3.38 0.39
C -5.73 -0.29 -4.19
C 1.65 3.13 1.70
C -4.60 -0.36 -3.40
C 4.24 -2.37 4.46
C 2.09 -2.07 0.92
C 1.26 -2.82 0.09
H 2.94 -2.50 1.43
H -1.14 3.99 -0.04
H 3.97 -0.46 3.60
H 3.61 -2.14 5.31
H -7.48 2.85 -5.91
H -8.50 2.57 -4.48
H 2.44 3.54 2.31
H -2.39 -1.31 -2.10
H 6.92 -2.38 0.77
H -8.97 1.90 -6.06
H -6.14 -1.17 -4.66
H 4.74 -4.35 5.12
H 6.26 -4.81 3.22
H -4.14 -1.33 -3.27
H -6.32 3.05 -3.94
H -0.46 -2.82 -1.17
H 1.47 -3.87 -0.05
H -4.31 2.89 -2.54
H 0.67 5.00 1.35
```

Values from the calculation:
energy = -59664.04627 eV
orbital gap = 6.40 eV
net charge = +1
lowest unoccupied orbital energy = -4.15 eV
energy above the lowest of the compared OMol25 structures with the same formula, charge and spin = 156.4 kJ/mol

Mulliken population analysis, charges in e, atoms 1 to 8: atom 1 (Ir): 1.305, atom 2 (S): 0.330, atom 3 (O): -0.452, atom 4 (O): -0.749, atom 5 (O): -0.626, atom 6 (O): -0.430, atom 7 (O): -0.879, atom 8 (N): -0.110